No. 1
C22H14CeClN4OSe as an isolated structure at a distorted geometry, computed with the ωB97M-V functional and the def2-TZVPD basis.

Cartesian coordinates (Å):
Ce  0.98814  -0.37612  -1.57637
Cl  4.99704  -4.65011  3.01112
C  4.32824  -3.69097  1.76907
C  4.75223  -3.87015  0.44269
C  4.21297  -3.10434  -0.56305
C  3.21936  -2.15283  -0.30481
O  2.71473  -1.45413  -1.32057
C  2.79704  -1.94352  1.04944
C  1.86335  -0.95839  1.49152
N  1.06127  -0.22957  0.74633
C  0.19959  0.75174  1.32365
C  -0.19972  0.75973  2.64146
C  -0.96790  1.81009  3.16745
C  -1.32786  2.86871  2.38363
C  -0.98475  2.87728  1.01204
C  -1.32467  3.94768  0.15561
C  -1.01706  3.88522  -1.18026
C  -0.39218  2.74124  -1.66633
N  0.00208  1.73286  -0.88916
C  -0.26763  1.79011  0.46053
C  3.38880  -2.72734  2.06075
H  5.51319  -4.60803  0.22324
H  4.54945  -3.21890  -1.58594
H  1.84889  -0.80685  2.56800
H  0.08666  -0.04504  3.30664
H  -1.25042  1.77914  4.21112
H  -1.88317  3.70266  2.79353
H  -1.82560  4.81467  0.57004
H  -1.26161  4.68927  -1.85976
H  -0.18402  2.65433  -2.72916
H  3.09028  -2.56966  3.08996
Se  -1.27227  -0.63970  -4.82800
N  -0.75355  -0.95689  -3.12159
C  -1.80499  -0.66287  -2.32064
C  -1.86973  -0.89427  -0.92366
C  -2.99923  -0.47718  -0.25825
C  -4.08281  0.14247  -0.92857
C  -4.08754  0.30178  -2.28488
C  -2.94075  -0.11037  -3.01172
N  -2.80168  -0.04455  -4.33117
H  -1.13004  -1.52847  -0.42237
H  -3.09841  -0.68049  0.80116
H  -4.94994  0.44065  -0.35449
H  -4.93581  0.71111  -2.81824

The charge is +3. The value obtained for the energy relative to the best compared isomer or geometry (same formula, charge and spin) is 0.074 eV. As for the calculated total energy: -121819.287 eV. The calculation puts the molar mass at 604.91 g mol⁻¹.

***

No. 2
An isolated ion of composition C2H4O4P and charge -1 at a distorted geometry, computed with the ωB97M-V functional and the def2-TZVPD basis.

Cartesian coordinates (Å):
C  0.71353  -1.84812  -0.24437
C  -1.31272  0.99736  0.03855
O  0.96122  0.71190  1.54577
O  0.03054  -2.63373  0.42618
O  2.33884  0.74370  -0.65597
O  -0.14522  0.86092  -0.70758
P  1.16563  0.33372  0.16131
H  1.01317  -2.30250  -1.29170
H  -0.98182  1.30436  1.01073
H  -1.76919  0.07126  0.07040
H  -2.01397  1.76113  -0.35329

The SMILES is CO[P@](=O)([O-])C=O. The charge is -1. The value obtained for the energy relative to the best compared isomer or geometry (same formula, charge and spin) is 1.605 eV. As for the calculated total energy: -19619.917 eV. The calculation puts the molar mass at 123.02 g mol⁻¹.

***

No. 3
C46H44N10PbSSbSe4 as an isolated structure at a distorted geometry, computed with the ωB97M-V functional and the def2-TZVPD basis.

Cartesian coordinates (Å):
Pb  0.11466  -0.38389  0.15693
N  -1.21286  3.00100  -2.86941
C  -0.22411  2.48841  -2.08118
N  0.30173  1.33206  -2.22820
C  -0.12372  0.51872  -3.27985
N  0.35891  -0.65359  -3.41464
N  1.08518  -1.13477  -2.39560
C  2.32438  -1.36802  -2.39084
C  2.91014  -1.98255  -1.18595
C  4.24590  -2.32998  -1.14780
C  4.73945  -2.97923  -0.02545
C  3.87025  -3.28102  1.00541
C  2.55913  -2.83492  0.91556
N  2.08451  -2.18401  -0.14551
C  -1.13312  1.02945  -4.22425
C  -1.57305  0.30844  -5.33139
C  -2.53091  0.83857  -6.17748
C  -3.05478  2.10485  -5.92874
C  -2.63182  2.83242  -4.83212
C  -1.67204  2.29486  -3.97659
H  -1.61763  3.89457  -2.65568
H  0.14049  3.11038  -1.26485
H  2.97879  -1.14950  -3.23845
H  4.88998  -2.07906  -1.98203
H  5.79013  -3.22809  0.04566
H  4.19620  -3.78246  1.90406
H  1.87868  -2.98703  1.74603
H  -1.14328  -0.67034  -5.50207
H  -2.87365  0.27021  -7.03358
H  -3.79330  2.53049  -6.59714
H  -3.03704  3.81862  -4.62835
C  -0.65888  -2.78985  3.51479
C  -0.97396  -1.41208  4.03137
C  -0.47254  -0.98324  5.24957
C  -0.74234  0.29521  5.71564
C  -1.58888  1.11664  4.99342
C  -2.13428  0.71083  3.77893
C  -3.07610  1.63475  3.04864
C  -1.77447  -0.54168  3.27975
N  -2.06215  -0.93883  1.93798
C  -3.20247  -1.40412  1.62033
C  -4.33718  -1.49869  2.61174
C  -3.44704  -1.98198  0.23982
C  -4.75878  -2.69279  0.00452
N  -2.54058  -1.90808  -0.62830
C  -2.58573  -2.53031  -1.89196
C  -3.26978  -1.98114  -2.98308
C  -4.05664  -0.70126  -2.86918
C  -3.17468  -2.61682  -4.21809
C  -2.41895  -3.76459  -4.38109
C  -1.74309  -4.29423  -3.29164
C  -1.81236  -3.69233  -2.04529
C  -1.04899  -4.23845  -0.86615
H  0.26207  -3.15717  3.96982
H  -0.54825  -2.78088  2.42690
H  -1.47045  -3.48822  3.75452
H  0.18393  -1.64099  5.80725
H  -0.26630  0.65550  6.61832
H  -1.82496  2.11068  5.36404
H  -2.64632  2.63531  2.95722
H  -4.01557  1.72897  3.60194
H  -3.30936  1.28073  2.04831
H  -4.03556  -1.06930  3.56262
H  -4.62073  -2.54060  2.77489
H  -5.21751  -0.96241  2.24857
H  -4.87255  -3.52847  0.69783
H  -4.80216  -3.07642  -1.01257
H  -5.60276  -2.01702  0.16006
H  -3.41046  0.15302  -3.09093
H  -4.45780  -0.55364  -1.86662
H  -4.88142  -0.69342  -3.58437
H  -3.71067  -2.19478  -5.06209
H  -2.34592  -4.23890  -5.35195
H  -1.14594  -5.19191  -3.41113
H  -0.61818  -5.21202  -1.09664
H  -1.68732  -4.34043  0.01351
H  -0.23663  -3.55303  -0.60058
N  -1.40742  4.66466  0.45380
C  -2.28017  4.88139  -0.62564
C  -2.53244  6.16396  -1.09623
C  -3.36816  6.36126  -2.18935
C  -3.93539  5.27563  -2.83833
C  -3.67412  3.98846  -2.37907
C  -2.86660  3.79400  -1.26929
S  -2.53060  2.16983  -0.66498
N  -1.03081  2.36227  0.09389
C  -0.65755  3.49493  0.54396
C  0.66990  3.63146  1.21586
C  0.75256  3.94800  2.56187
C  1.99780  3.87082  3.17052
C  3.09578  3.52573  2.40236
C  2.91654  3.32566  1.04018
N  1.72611  3.38219  0.44338
H  -0.95200  5.48449  0.81747
H  -2.07825  7.01336  -0.59440
H  -3.56422  7.36921  -2.53451
H  -4.57810  5.42005  -3.69834
H  -4.10570  3.12473  -2.87491
H  -0.14214  4.16233  3.13657
H  2.10373  4.00345  4.23835
H  4.06822  3.38068  2.85292
H  3.75754  3.06816  0.40554
Se  3.40649  1.66922  5.33206
Sb  3.46648  -0.05530  3.60517
Se  1.30001  0.50434  2.18257
Se  3.20200  -2.28893  4.57519
Se  5.31880  0.23408  2.03281

The charge is -1. The value obtained for the energy relative to the best compared isomer or geometry (same formula, charge and spin) is 3.114 eV. As for the calculated total energy: -347325.293 eV. The calculation puts the molar mass at 1413.80 g mol⁻¹.

***

No. 4
C22H19Co2N2O6 as an isolated structure at a distorted geometry, computed with the ωB97M-V functional and the def2-TZVPD basis.

Cartesian coordinates (Å):
C  -1.10828  2.99206  1.27120
C  0.27060  2.84576  0.72821
C  1.07567  1.78632  1.15598
N  0.55942  0.87730  2.12620
C  -0.60165  0.15300  1.95991
N  -0.76583  -0.52894  3.11290
C  -1.88114  -1.39603  3.41795
C  0.27258  -0.25796  4.01237
C  1.09680  0.60892  3.39542
C  2.39140  1.63914  0.70434
C  3.22484  0.48577  1.14987
C  2.88911  2.58142  -0.20135
C  2.11728  3.65854  -0.64057
C  2.68600  4.65404  -1.60763
C  0.81234  3.77983  -0.15928
H  -1.51478  3.93355  0.89054
H  -1.76636  2.17195  0.95355
H  -1.14094  3.05601  2.36975
H  -2.63485  -1.31374  2.62002
H  -1.56191  -2.44929  3.49667
H  -2.31404  -1.10722  4.39068
H  0.27905  -0.71716  4.98062
H  1.98189  1.09973  3.73309
H  4.10962  0.44467  0.50725
H  3.58341  0.59134  2.18370
H  2.71454  -0.48281  1.05960
H  3.90557  2.46344  -0.57143
H  1.95216  5.42395  -1.85502
H  3.57415  5.16125  -1.21294
H  3.00300  4.18456  -2.54611
H  0.19485  4.61966  -0.46972
O  -0.84859  -5.96216  0.03623
C  -0.79589  -5.25008  -0.87135
Co  -0.78797  -4.06865  -2.16433
C  0.86125  -3.53920  -2.42786
O  1.91651  -3.09033  -2.57865
C  -1.21495  -4.82388  -3.70659
O  -1.56438  -5.23610  -4.72477
C  -2.31137  -2.81036  -2.05635
C  -1.53677  -2.27545  -0.99731
C  -1.37931  -2.33527  0.32538
Co  -1.87737  -1.11814  -2.64362
C  -0.39903  -0.17617  -2.77299
O  0.60926  0.39924  -2.74018
C  -3.16169  -0.07283  -2.07370
O  -3.98108  0.55975  -1.55562
C  -2.20896  -1.48179  -4.36299
O  -2.40104  -1.83167  -5.44940
H  -3.34505  -3.19969  -1.93942
H  -1.24677  -1.39055  0.88910
H  -1.73136  -3.25574  0.85867

The charge is -1. The value obtained for the energy relative to the best compared isomer or geometry (same formula, charge and spin) is 0.000 eV. As for the calculated total energy: -113638.012 eV. The calculation puts the molar mass at 525.27 g mol⁻¹.

***

No. 5
C17H26BeN2O as an isolated structure at a distorted geometry, computed with the ωB97M-V functional and the def2-TZVPD basis.

Cartesian coordinates (Å):
C  -0.10627  -0.73411  1.86712
C  -0.56279  0.69014  1.62081
H  -0.95276  -1.43405  1.82008
H  0.40652  -0.80849  2.82990
H  0.60277  -1.10267  1.10287
H  -0.24989  1.01106  0.59773
H  -2.31023  1.61101  1.37944
H  -0.08933  1.36621  2.37011
C  -0.12911  -2.57382  -1.59123
C  -0.80982  -3.43082  -2.45755
C  -0.99303  -3.05506  -3.79824
C  -0.65680  -1.75053  -4.21563
H  0.06972  -2.79377  -0.53407
H  -1.14803  -4.39730  -2.07487
H  -1.41843  -3.76362  -4.51266
H  -0.85879  -1.38123  -5.21971
N  0.31349  -1.38190  -2.04088
C  -0.02676  -0.90588  -3.29448
C  0.22349  0.53178  -3.42716
N  0.74969  1.03808  -2.25844
C  0.77006  2.36623  -2.04506
C  0.05633  2.74143  -4.32573
C  0.47421  3.25574  -3.08684
H  1.00017  2.67602  -1.02299
H  0.58998  4.32819  -2.90283
C  -0.14748  1.36532  -4.48421
H  -0.60153  0.89154  -5.35833
H  -0.13440  3.40190  -5.16490
Be  1.38599  -0.26975  -1.52221
C  2.93128  -0.48750  -0.95223
H  3.58386  0.36719  -1.19024
H  3.40065  -1.39196  -1.35667
H  2.89190  -0.59592  0.13606
C  -1.49226  1.46687  4.89562
C  -0.58644  0.30822  4.83055
C  0.86988  0.49770  4.93978
C  -1.17812  -1.02931  4.71477
O  -1.99794  0.75397  1.70967
H  -1.91186  1.63595  5.90149
H  -2.33990  1.34482  4.19880
H  -0.96457  2.39767  4.63666
H  1.23836  0.50473  5.98018
H  1.42442  -0.28904  4.40656
H  1.16322  1.46124  4.50019
H  -1.95916  -1.01222  3.93996
H  -0.41954  -1.76460  4.43159
H  -1.65346  -1.39021  5.63946

As for the calculated total energy: -23478.686 eV. The calculation puts the molar mass at 283.42 g mol⁻¹.

***

No. 6
A 2-piece molecular cluster, C15H15BN2 overall at a distorted geometry, computed with the ωB97M-V functional and the def2-TZVPD basis.

Cartesian coordinates (Å):
C  -1.51906  4.45958  0.59339
C  -0.40611  4.50953  1.54785
N  -0.11871  3.51484  2.37009
C  1.07654  3.43403  3.12449
C  2.15385  4.29196  3.06796
C  3.20530  4.03588  3.96615
C  3.13745  2.94808  4.86555
C  2.03887  2.07424  4.87896
C  1.00025  2.30820  3.97435
C  -0.25468  1.64931  3.70966
C  -0.92570  2.38624  2.69869
C  -2.15026  1.99008  2.19131
C  -2.74730  0.84867  2.75918
C  -2.11357  0.13428  3.79604
C  -0.85819  0.52929  4.28193
H  -1.29056  5.25231  -0.12689
H  -1.53535  3.52032  0.02788
H  -2.51101  4.66643  1.01187
H  0.40935  5.21004  1.36811
H  2.15548  5.11165  2.34683
H  4.07487  4.69034  3.96878
H  3.96163  2.78517  5.56426
H  1.94708  1.22954  5.56380
H  -2.62074  2.54181  1.38431
H  -3.71715  0.52639  2.38394
H  -2.60952  -0.74111  4.22309
H  -0.33293  0.01589  5.08707
H  -2.58083  5.74103  2.77654
B  -3.54360  6.37303  3.27010
H  -3.16973  7.28955  3.98520
H  -4.27719  6.83997  2.41103
C  -4.43092  5.41635  4.16455
N  -5.11265  4.74111  4.83401

The value obtained for the energy relative to the best compared isomer or geometry (same formula, charge and spin) is 0.891 eV. As for the calculated total energy: -19452.241 eV. The calculation puts the molar mass at 234.11 g mol⁻¹.